Model one:
Computed, not measured: C6H10O4 as an isolated structure, with wB97M-V/def2-TZVPD.

Each line ends with the Mulliken charge.
Positions of all 20 atoms, in Å:
C: -0.2304 0.1471 0.7164  0.54
C: 1.2003 -0.2225 1.0440  -0.43
C: 1.6633 -1.1766 -0.0193  -0.45
C: -0.4834 0.7729 -0.6458  0.17
C: -0.8784 -1.0262 0.0951  -0.09
C: -1.2897 2.0689 -1.0836  -1.32
O: -1.3314 -0.3344 -1.0015  -0.46
O: 1.3777 -0.8756 2.2389  -0.55
O: 2.4196 -0.8355 -1.1491  -0.51
O: -1.5538 -2.0350 0.6056  -0.42
H: -0.8644 0.5919 1.4706  0.39
H: 1.6555 0.7846 1.0924  0.41
H: 1.5522 -2.1632 0.2845  0.47
H: 0.3798 0.7588 -1.3424  0.16
H: -1.2983 2.1176 -2.2144  0.29
H: -0.8801 2.9872 -0.8178  0.41
H: -2.3291 1.8693 -0.5528  0.26
H: 0.6885 -1.5198 2.0328  0.39
H: 2.6560 0.0762 -0.9738  0.37
H: -2.4540 -1.9858 0.2201  0.37

***

Model two:
Computed, not measured: one molecule with the formula C6H10O4, with wB97M-V/def2-TZVPD.

Each line ends with the Mulliken charge.
Positions of all 20 atoms, in Å:
O: -1.3268 -1.8161 -1.4902  -0.62
C: -0.3130 -0.8174 -1.5675  0.18
C: 1.0482 -1.2873 -1.0347  -0.65
O: 1.6750 -0.1163 -0.5289  -0.46
C: 0.7698 0.8918 -0.2175  0.10
C: -0.6375 0.3371 -0.6556  -0.33
O: -1.3116 -0.2390 0.5788  -0.54
C: -0.3208 -0.1441 1.6304  -0.74
C: 0.5994 1.0190 1.3198  0.09
O: 0.0630 2.2922 1.7476  -0.58
H: -1.7114 -1.7651 -0.5934  0.40
H: -0.1905 -0.4762 -2.6116  0.38
H: 0.8509 -1.9809 -0.1816  0.22
H: 1.6916 -1.7095 -1.7849  0.34
H: 1.0636 1.8053 -0.6792  0.46
H: -1.3685 1.0367 -1.0778  0.38
H: 0.2017 -1.0809 1.7020  0.30
H: -0.9408 -0.0013 2.5379  0.33
H: 1.6188 0.9512 1.7716  0.36
H: -0.8885 2.2594 1.6102  0.36

SMILES: O[C@@H]1CO[C@H]2[C@@H]1OC[C@@H]2O

***

The most stable of them is model two.

***

Model one:
Computed, not measured: C3H5O3 as an isolated structure, with wB97M-V/def2-TZVPD.

Each line ends with the Mulliken charge.
Positions of all 11 atoms, in Å:
C: 1.8977 0.2299 -1.5866  -0.85
C: 0.6468 -0.0522 -1.1518  0.06
O: -0.3632 0.7171 -0.8899  -0.66
H: 2.5262 -0.6337 -1.7274  0.24
H: 2.1474 1.2510 -1.8605  0.28
H: 0.4097 -1.1448 -1.0387  0.25
H: -0.8687 0.6261 0.1627  0.47
O: -1.5233 0.6633 1.1792  -0.59
C: -1.6291 -0.2682 2.0566  0.23
O: -2.3026 -0.2782 3.0675  -0.60
H: -0.9409 -1.1105 1.7889  0.17

net charge: -1

***

Model two:
Computed, not measured: a 2-piece molecular cluster, C3H5O3 overall, with wB97M-V/def2-TZVPD.

Each line ends with the Mulliken charge.
Positions of all 11 atoms, in Å:
O: -1.4780 -0.0191 -0.0755  -0.73
C: -1.6902 -0.7631 0.9194  -0.01
O: -0.8873 -1.2247 1.7354  -0.63
H: -2.7548 -1.0955 1.0262  0.35
C: 1.6421 1.1678 0.2317  -0.74
C: 1.6432 0.7109 -1.0141  0.06
O: 0.6274 0.1280 -1.6702  -0.53
H: 2.5370 1.6182 0.6325  0.24
H: 0.7773 1.0611 0.8693  0.21
H: 2.5112 0.7728 -1.6597  0.32
H: -0.1793 0.0281 -1.0700  0.44

net charge: -1

***

The most stable of them is model two.